Density functional theory data (wB97M-V/def2-TZVPD) for a molecular structure, C2H5N4 in a non-equilibrium geometry.

Structure (XYZ):
```
11
Properties=species:S:1:pos:R:3:forces:R:3
C -1.10824 0.89023 -0.31431 0.5 0.1 0.9
C 0.75043 -0.74070 -0.80977 0.7 0.1 0.2
N -1.08947 0.47843 0.96305 -0.9 -0.2 -2.4
N 0.29452 0.30473 0.91017 0.8 1.9 2.1
N 0.24812 0.66898 -0.41686 -0.9 0.6 -3.0
N 0.85511 -0.93430 0.67148 1.2 -2.0 -0.8
H -1.85289 1.41217 -0.93323 0.4 -0.4 0.3
H -0.01568 -1.31700 -1.33592 0.2 0.1 0.3
H 1.73102 -0.76705 -1.32883 -0.8 0.2 0.3
H -1.66408 0.77917 1.70133 -0.7 0.2 1.7
H 1.85116 -0.77466 0.89287 -0.7 -0.6 0.5
```
Forces are in eV/Å.

Computed properties:
**Orbital gap**: 9.87 eV
**Net charge**: +1
**Energy relative to the best compared isomer or geometry (same formula, charge and spin)**: 4.758 eV
**Total energy**: -297.77862 Eh
**HOMO energy**: -15.2 eV

Atom charges from the Löwdin analysis, given in e for atoms 1 to 8:
1. C 0.06
2. C -0.01
3. N 0.20
4. N -0.08
5. N 0.03
6. N 0.06
7. H 0.17
8. H 0.13